{"formula": "H2NOS", "method": "wB97M-V/def2-TZVPD", "multiplicity": 1, "lumo_ev": 4.453, "molar_mass_g_mol": 64.09, "energy_ev": -14402.7564, "homo_ha": -0.0981, "total_charge": -1, "relative_energy_ev": 1.451, "species": ["N", "O", "S", "H", "H"], "coordinates": [[0.58041, 0.91119, -1.00761], [1.59614, 0.69437, -1.62358], [0.58391, 2.13944, 0.08656], [1.79868, -1.07545, -2.24491], [1.98918, -0.88382, -2.82964]], "nbo_charge": [-0.15, -0.50, -0.35, 0.02, -0.03]}